{
  "formula": "C10H18O7P2",
  "method": "ωB97M-V/def2-TZVPD",
  "e_lumo_ev": -1.27,
  "energy_ev": -43571.2026,
  "symbols": ["O", "C", "C", "C", "C", "O", "C", "P", "P", "O", "O", "O", "C", "H", "H", "H", "H", "H", "H", "C", "C", "O", "H", "H", "H", "H", "H", "H", "C", "C", "O", "H", "H", "H", "H", "H", "H"],
  "coordinates": [[2.749, 4.698, -4.452], [2.274, 3.640, -4.688], [1.748, 3.221, -6.068], [0.601, 2.552, -6.043], [-0.092, 2.263, -4.696], [-1.266, 2.122, -4.635], [0.832, 2.089, -3.477], [0.243, 1.188, -1.952], [1.224, 2.226, -0.310], [0.472, 1.908, 0.909], [2.749, 1.601, -0.188], [1.385, 3.824, -0.590], [2.072, 2.579, -3.593], [2.299, 3.428, -6.994], [0.097, 2.197, -6.950], [-1.164, 1.421, -1.894], [2.989, 1.211, -1.046], [2.311, 4.078, -0.741], [2.882, 2.229, -2.940], [0.530, -2.204, 2.441], [0.744, -2.521, 0.973], [-0.187, -1.810, 0.163], [-0.485, -2.464, 2.744], [1.236, -2.753, 3.067], [0.654, -1.134, 2.626], [0.598, -3.586, 0.786], [1.760, -2.252, 0.663], [-0.049, -0.868, 0.324], [-4.142, -3.273, 5.033], [-2.648, -3.535, 5.064], [-1.930, -2.325, 5.286], [-4.387, -2.558, 4.246], [-4.697, -4.196, 4.855], [-4.478, -2.839, 5.978], [-2.312, -3.948, 4.113], [-2.395, -4.246, 5.858], [-2.218, -1.965, 6.132]],
  "forces_ev_per_a": [[0.806, 1.244, 0.322], [-0.217, -2.319, -0.803], [0.127, -0.125, 0.760], [-0.383, -0.316, 0.370], [1.928, 0.373, -0.377], [-1.571, -0.346, 0.202], [-0.554, 0.195, 0.023], [0.538, -0.740, -1.274], [-0.076, 0.541, 1.209], [-0.035, 0.102, -0.320], [-1.203, 0.733, -1.222], [0.603, -1.296, -0.004], [-0.223, -0.128, -0.515], [-0.245, 0.261, 0.575], [0.059, 0.204, 0.501], [0.679, 0.595, 0.141], [0.238, -0.073, 0.404], [-0.303, 0.054, 0.030], [-0.171, 0.964, -0.087], [-0.006, -0.057, 0.040], [-0.038, 0.433, 0.176], [-0.041, -0.097, -0.180], [0.047, -0.041, 0.004], [-0.017, 0.041, 0.028], [0.084, -0.029, -0.002], [-0.070, 0.065, -0.138], [0.081, -0.152, 0.071], [-0.049, -0.076, 0.084], [-0.058, -0.019, -0.080], [-0.182, 0.239, 0.327], [0.138, -0.038, -0.134], [0.043, -0.068, -0.032], [-0.027, 0.032, 0.035], [-0.004, -0.106, 0.030], [0.113, 0.105, 0.033], [-0.055, -0.152, -0.106], [0.045, 0.000, -0.089]],
  "mulliken_charge": [-0.499, 0.090, -0.348, -0.386, 0.249, -0.466, 0.486, -0.058, 0.917, -0.595, -0.502, -0.483, -0.221, 0.401, 0.397, 0.154, 0.346, 0.352, 0.207, -0.875, -0.259, -0.522, 0.179, 0.352, 0.296, 0.294, 0.240, 0.243, -1.048, -0.168, -0.503, 0.280, 0.314, 0.325, 0.255, 0.273, 0.284]
}


{
  "formula": "C4H13NO2",
  "method": "ωB97M-V/def2-TZVPD",
  "de_lowest_kcal_mol": 21.0,
  "e_lumo_ev": 0.81,
  "energy_ev": -9943.2852,
  "symbols": ["C", "N", "C", "C", "C", "O", "H", "H", "H", "H", "H", "H", "H", "H", "H", "H", "H", "H", "H", "O"],
  "coordinates": [[-0.341, -2.712, -0.870], [-1.117, -1.538, -1.144], [-0.476, -0.244, -1.064], [0.414, 0.028, 0.136], [1.447, 1.093, -0.141], [-0.390, 0.277, 1.327], [-0.900, -3.601, -1.137], [0.530, -2.714, -1.530], [0.027, -2.791, 0.153], [-2.094, -1.556, -0.907], [-1.255, 0.496, -1.244], [0.151, -0.162, -1.967], [0.887, -0.916, 0.388], [2.248, 1.189, 0.584], [0.962, 2.070, -0.227], [1.896, 0.834, -1.102], [-1.243, 0.607, 1.018], [0.230, 2.672, 2.300], [-0.866, 3.398, 3.000], [-0.110, 3.569, 2.426]],
  "forces_ev_per_a": [[0.199, 0.069, -0.341], [-0.463, 0.294, -0.064], [0.192, -0.477, -1.193], [-0.731, -0.392, 1.033], [-0.312, 0.287, -0.396], [0.243, 0.338, -0.510], [-0.208, -0.138, 0.147], [0.143, 0.036, 0.012], [-0.050, -0.172, 0.237], [0.196, -0.125, 0.309], [0.002, 0.354, 0.406], [0.167, 0.056, 0.174], [0.433, -0.047, -0.131], [-0.066, -0.229, 0.310], [0.056, -0.017, -0.113], [0.160, 0.239, 0.024], [0.067, 0.044, 0.143], [0.124, 0.063, -0.186], [0.012, 0.282, -0.023], [-0.164, -0.464, 0.161]],
  "mulliken_charge": [-0.883, -0.206, -1.016, 0.648, -1.500, -0.532, 0.347, 0.284, 0.269, 0.266, 0.446, 0.298, 0.168, 0.343, 0.288, 0.427, 0.356, 0.334, 0.312, -0.648]
}


{
  "formula": "C24H41BBr2IN2O5",
  "method": "ωB97M-V/def2-TZVPD",
  "total_charge": 1,
  "e_lumo_ev": -3.83,
  "energy_ev": -187628.9840,
  "symbols": ["C", "C", "Br", "C", "Br", "C", "N", "C", "C", "C", "C", "C", "C", "N", "C", "C", "B", "O", "O", "C", "I", "C", "C", "H", "H", "H", "H", "H", "H", "H", "H", "H", "H", "H", "H", "H", "H", "H", "H", "H", "H", "H", "H", "H", "H", "H", "C", "C", "O", "C", "H", "H", "H", "H", "H", "H", "C", "C", "O", "C", "H", "H", "H", "H", "H", "H", "C", "C", "O", "C", "H", "H", "H", "H", "H", "H"],
  "coordinates": [[0.704, -6.869, 2.767], [2.048, -6.642, 3.422], [2.957, -8.246, 3.905], [2.578, -5.432, 3.657], [4.284, -5.371, 4.549], [1.907, -4.149, 3.291], [0.587, -3.966, 3.531], [-0.094, -2.857, 3.249], [-1.585, -2.735, 3.519], [-2.176, -3.702, 4.561], [-2.603, -5.089, 4.027], [-3.474, -5.050, 2.740], [-2.904, -5.944, 1.607], [-3.180, -5.417, 0.253], [0.568, -1.781, 2.700], [-0.128, -0.484, 2.389], [-0.843, -0.468, 0.953], [-2.238, -0.406, 0.899], [-0.170, -0.512, -0.216], [1.932, -1.894, 2.414], [2.995, -0.297, 1.552], [2.585, -3.109, 2.703], [4.053, -3.200, 2.327], [-0.063, -6.664, 3.520], [0.550, -6.276, 1.863], [0.595, -7.934, 2.556], [0.077, -4.727, 3.967], [-2.092, -2.789, 2.547], [-1.771, -1.723, 3.885], [-3.082, -3.239, 4.968], [-1.507, -3.828, 5.424], [-1.742, -5.743, 3.858], [-3.193, -5.561, 4.820], [-3.702, -4.043, 2.377], [-4.432, -5.512, 3.006], [-1.823, -6.057, 1.769], [-3.329, -6.954, 1.660], [-3.561, -4.481, 0.330], [-2.315, -5.379, -0.269], [-0.910, -0.301, 3.135], [0.535, 0.383, 2.466], [-2.534, 0.267, 1.524], [-0.833, -0.580, -0.931], [4.616, -2.717, 3.132], [4.243, -2.708, 1.372], [4.379, -4.230, 2.196], [-3.291, 2.027, -3.975], [-2.387, 1.536, -2.876], [-2.227, 0.348, -2.676], [-1.694, 2.582, -2.045], [-3.725, 1.174, -4.495], [-4.096, 2.629, -3.553], [-2.720, 2.623, -4.688], [-2.431, 3.209, -1.544], [-1.062, 3.196, -2.677], [-1.075, 2.094, -1.292], [-0.081, 6.816, -4.302], [-0.357, 6.108, -3.005], [-1.270, 5.317, -2.889], [0.556, 6.422, -1.844], [-0.809, 6.499, -5.047], [-0.166, 7.895, -4.163], [0.915, 6.570, -4.658], [0.498, 7.484, -1.602], [1.584, 6.157, -2.097], [0.247, 5.846, -0.974], [3.575, 9.096, -7.202], [3.300, 8.385, -5.902], [2.386, 7.597, -5.793], [4.212, 8.697, -4.741], [2.847, 8.779, -7.947], [3.490, 10.174, -7.063], [4.575, 8.847, -7.559], [4.155, 9.759, -4.497], [5.240, 8.431, -4.993], [3.903, 8.119, -3.872]],
  "forces_ev_per_a": [[0.245, -0.511, 0.590], [0.055, -0.054, -0.247], [-0.419, 0.484, -0.159], [0.183, -0.491, 0.370], [-0.714, 0.356, 0.068], [0.489, -0.245, 0.037], [-0.060, -0.669, 0.406], [-1.086, 0.562, 0.094], [0.381, -0.477, 0.564], [-0.326, -0.394, -0.330], [-0.401, 0.444, -0.034], [-0.207, -1.298, 0.178], [0.032, 0.381, -0.252], [0.217, -0.079, 0.600], [0.939, 1.667, -0.708], [-0.650, 0.249, 0.186], [-0.663, 0.152, -0.162], [0.635, 0.426, 0.149], [-0.214, -0.629, 0.211], [-0.304, -0.633, 0.262], [-0.268, -0.328, 0.240], [1.501, 0.880, -1.040], [-0.378, -0.457, 0.018], [-0.096, -0.023, -0.284], [0.022, -0.003, 0.141], [-0.009, 0.247, -0.283], [0.012, 0.094, 0.009], [-0.013, -0.057, 0.201], [0.144, -0.151, -0.100], [0.179, 0.055, -0.108], [-0.019, 0.137, -0.182], [-0.065, 0.051, 0.005], [0.288, -0.023, -0.043], [0.223, -0.067, 0.108], [-0.035, 0.450, -0.058], [-0.078, 0.051, -0.135], [0.079, 0.169, 0.239], [0.103, 0.001, -0.266], [-0.207, 0.139, -0.203], [0.164, -0.012, -0.154], [0.150, -0.377, -0.016], [-0.402, -0.377, 0.074], [0.256, 0.375, -0.272], [0.238, -0.114, -0.336], [-0.098, 0.102, 0.245], [0.010, 0.133, 0.182], [-0.044, -0.362, -0.074], [0.013, -0.024, 0.104], [0.149, -0.128, 0.143], [0.083, -0.701, 0.246], [0.017, 0.004, 0.025], [0.103, 0.172, -0.059], [-0.073, 0.181, 0.099], [0.068, 0.221, -0.191], [-0.155, 0.176, 0.011], [-0.036, -0.044, -0.020], [-0.444, -0.355, 0.080], [-0.202, 0.073, -0.166], [0.149, 0.313, 0.027], [-0.178, -0.229, 0.169], [-0.020, 0.017, 0.039], [0.230, 0.016, -0.016], [0.074, 0.215, 0.059], [0.162, 0.024, -0.082], [0.035, 0.188, -0.041], [-0.010, 0.014, -0.021], [-0.248, -0.155, -0.076], [-0.053, -0.038, -0.046], [0.283, 0.102, -0.095], [-0.184, -0.201, 0.132], [0.007, -0.005, 0.027], [0.188, 0.012, -0.005], [0.058, 0.167, 0.057], [0.166, 0.024, -0.083], [0.037, 0.181, -0.022], [-0.004, 0.005, -0.024]],
  "mulliken_charge": [-1.562, 0.252, -0.090, -1.016, -0.054, 0.848, -0.084, 0.475, -0.068, -1.618, 0.269, -1.006, 0.257, -0.646, 1.167, -2.231, 0.634, -0.441, -0.499, -0.001, 0.182, 2.047, -2.873, 0.473, 0.287, 0.518, -0.009, 0.286, 0.177, 0.420, 0.493, -0.579, 0.546, 0.562, 0.336, -0.340, 0.365, 0.268, 0.252, 0.147, 0.590, 0.299, 0.333, 0.462, 0.650, 0.516, -1.180, 0.841, -0.572, -0.497, 0.349, 0.319, 0.310, 0.324, 0.129, -0.004, -0.999, 0.821, -0.560, -1.132, 0.317, 0.315, 0.312, 0.352, 0.295, 0.309, -1.131, 0.774, -0.520, -1.012, 0.296, 0.335, 0.335, 0.326, 0.332, 0.219]
}


no.,highest occupied orbital energy (eV),orbital gap (eV)
1,-9.4,8.14
2,-8.6,9.41
3,-11.0,7.12